Computed, not measured: a gas-phase ion, C8H7N2O2 (charge -1), with the ωB97M-V functional and the def2-TZVPD basis.

The geometry in XYZ format:
```
19
Properties=species:S:1:pos:R:3:mulliken_charge:R:1
O -2.4213 2.1850 0.6219 -0.719
O -2.6018 0.2425 1.6063 -0.750
N -0.1430 -1.4968 1.5382 0.385
N 1.0646 -2.0596 1.7461 -1.092
C -2.1200 1.0275 0.7792 0.204
C 1.2138 -0.4562 0.2184 0.663
C 0.0037 1.1178 -0.9828 0.027
C -0.9189 0.4219 -0.0003 0.481
C -0.0943 -0.5590 0.5966 0.055
C 1.9160 -1.4580 0.9167 -0.816
C 1.4251 0.6980 -0.6987 -0.802
C -0.9110 0.0922 -1.5128 -1.045
H 2.8433 -1.7704 0.6667 0.551
H -1.6523 0.4919 -2.2453 0.290
H -0.9175 -1.8747 1.9695 0.195
H -0.4069 -0.7047 -1.8516 0.442
H -0.0752 2.1793 -1.3219 0.359
H 1.9828 1.4379 -0.3175 0.358
H 1.8127 0.4854 -1.7289 0.215
```

The total energy is -15484.2915 eV. For the LUMO energy, the calculation gives 3.57 eV. The multiplicity is 1. As for the SMILES: O=C([O-])[C@@]12C[C@@H]1Cc1cn[nH]c12. Its HOMO-LUMO gap is 8.0 eV. As for the largest force on an atom: 4.53 eV Å⁻¹. As for the total charge: -1.